(1)
Entry from the Open Molecules 2025 dataset: a molecular structure, C36H40CsN7O at a distorted geometry (ωB97M-V with the def2-TZVPD basis set).

Structure (ORCA input):
```
! wB97M-V def2-TZVPD RIJCOSX def2/J DEFGRID3
* xyz 0 1
Cs -0.86 0.94 0.25
C 2.68 2.14 -0.75
C 2.35 0.80 -1.43
C 1.81 0.96 -2.83
C 2.49 1.70 -3.78
C 1.95 1.85 -5.05
C 0.73 1.25 -5.32
C 0.12 0.53 -4.31
N 0.63 0.38 -3.09
N 2.35 2.11 0.67
C 3.08 1.13 1.43
C 2.35 0.59 2.66
C 3.05 -0.07 3.67
C 2.35 -0.60 4.73
C 0.97 -0.46 4.78
C 0.37 0.23 3.74
N 1.03 0.74 2.71
C 2.39 3.40 1.34
C 1.61 4.47 0.62
C 2.25 5.44 -0.13
C 1.50 6.39 -0.80
C 0.12 6.34 -0.67
C -0.43 5.33 0.11
N 0.28 4.41 0.75
H 2.08 2.92 -1.22
H 3.74 2.42 -0.94
H 1.59 0.28 -0.84
H 3.22 0.14 -1.45
H 3.44 2.16 -3.53
H 2.47 2.42 -5.80
H 0.26 1.33 -6.29
H -0.84 0.05 -4.49
H 4.07 1.52 1.75
H 3.30 0.27 0.80
H 4.13 -0.17 3.61
H 2.87 -1.12 5.52
H 0.38 -0.85 5.59
H -0.71 0.37 3.74
H 3.44 3.74 1.48
H 1.95 3.27 2.32
H 3.34 5.44 -0.19
H 1.97 7.16 -1.39
H -0.52 7.05 -1.17
H -1.51 5.27 0.22
C -3.75 3.93 0.08
C -4.30 2.54 0.00
C -5.62 2.14 -0.04
C -5.59 0.72 -0.12
C -4.25 0.37 -0.12
C -3.67 -1.02 -0.18
N -3.44 1.48 -0.05
H -4.56 4.67 0.11
H -3.12 4.18 -0.77
H -3.15 4.07 0.99
H -6.49 2.79 -0.01
H -6.43 0.04 -0.16
H -4.47 -1.76 -0.22
H -3.05 -1.27 0.69
H -3.04 -1.18 -1.08
C 0.40 -5.92 -1.09
N -0.52 -4.78 -1.02
N -0.13 -3.83 -0.06
C -0.29 -2.55 -0.57
O -0.20 -1.53 0.11
C -0.63 -2.73 -1.97
C -0.73 -4.06 -2.19
C -1.00 -4.77 -3.47
C -0.24 -4.15 1.32
C 0.57 -3.48 2.23
C 0.48 -3.82 3.57
C -0.40 -4.81 4.00
C -1.20 -5.46 3.07
C -1.12 -5.14 1.73
H 0.48 -6.37 -0.10
H 1.39 -5.61 -1.44
H -0.02 -6.67 -1.76
H -0.80 -1.92 -2.66
H -1.26 -4.05 -4.24
H -1.83 -5.48 -3.36
H -0.12 -5.33 -3.81
H 1.24 -2.71 1.88
H 1.10 -3.30 4.28
H -0.46 -5.06 5.05
H -1.89 -6.23 3.40
H -1.75 -5.62 0.99
*
```

Calculated values
DFT total energy: -1874.4606 Eh
energy above the lowest of the compared OMol25 structures with the same formula, charge and spin: 11.6 kcal per mole
HOMO energy: -5.23 eV


(2)
Entry from the Open Molecules 2025 dataset: a molecular structure, C19H22ILuN6O7 at a distorted geometry (ωB97M-V with the def2-TZVPD basis set).

Structure (ORCA input):
```
! wB97M-V def2-TZVPD RIJCOSX def2/J DEFGRID3
* xyz -2 1
C -3.51 -4.08 -5.71
I -3.15 -2.41 -4.38
H -2.96 -4.94 -5.31
H -3.14 -3.82 -6.71
H -4.59 -4.28 -5.77
C -3.45 -0.40 1.93
C -3.35 -1.75 1.88
N -2.42 -2.05 0.89
C -1.94 -0.90 0.29
N -2.62 0.10 0.93
H -4.10 0.25 2.50
H -3.91 -2.51 2.40
C 2.83 0.17 -3.09
C 0.93 -0.61 -2.12
N 1.73 0.50 -2.32
H 3.28 -1.70 -4.15
N 1.54 -1.60 -2.86
H 3.54 0.94 -3.41
Lu 0.29 -1.42 0.01
C -0.95 -0.70 -1.77
O -1.63 0.06 -2.41
C 2.70 -1.12 -3.44
C 0.94 -2.88 -3.17
H 1.43 -3.70 -2.61
H 1.08 -3.11 -4.24
H -0.13 -2.89 -2.94
C 1.46 1.89 -1.95
H 1.87 2.55 -2.74
H 1.99 2.17 -1.02
H 0.38 2.03 -1.83
C -2.65 1.50 0.55
H -3.69 1.85 0.69
H -2.32 1.60 -0.50
H -2.01 2.14 1.18
C -2.15 -3.39 0.40
H -1.69 -3.35 -0.61
H -3.08 -3.99 0.35
H -1.46 -3.95 1.05
O 1.90 -0.55 1.18
C 1.25 0.56 1.32
O 0.18 0.79 0.66
C 1.63 1.49 2.39
C 0.64 1.97 3.24
C 0.97 2.90 4.24
C 2.28 3.38 4.37
C 3.26 2.88 3.50
C 2.95 1.90 2.55
N 4.60 3.41 3.46
O 4.97 4.28 4.27
O 5.34 2.91 2.58
N -0.05 3.39 5.11
O -1.22 3.00 4.96
O 0.29 4.23 5.98
H -0.38 1.63 3.13
H 2.51 4.10 5.14
H 3.75 1.52 1.93
*
```

Calculated values
DFT total energy: -3125.2725 Eh
energy above the lowest of the compared OMol25 structures with the same formula, charge and spin: 69.9 kcal per mole
HOMO energy (alpha / beta): 1.27 / 1.24 eV


(3)
Entry from the Open Molecules 2025 dataset: a gas-phase ion, C5H10N3 (charge +1) at a distorted geometry (ωB97M-V with the def2-TZVPD basis set).

Structure (ORCA input):
```
! wB97M-V def2-TZVPD RIJCOSX def2/J DEFGRID3
* xyz 1 1
C -0.03 0.72 1.15
C -1.35 0.34 1.15
C -0.95 -0.78 -0.92
C 0.90 -0.08 0.47
C 2.39 0.14 0.63
N -1.89 -0.52 0.23
N 0.42 -0.96 -0.38
N -0.76 0.28 -1.78
H 0.33 1.47 1.94
H -2.15 0.76 1.86
H -1.11 -1.62 -1.54
H 2.91 -0.70 0.67
H 2.50 0.75 1.54
H 2.75 0.70 -0.18
H -2.88 -0.39 0.09
H 1.03 -1.52 -0.94
H -0.81 1.15 -1.33
H -1.30 0.25 -2.67
*
```

Calculated values
DFT total energy: -360.5262 Eh
structure (SMILES): CC1=[NH+][C@H](N)NC=C1
energy above the lowest of the compared OMol25 structures with the same formula, charge and spin: 30.7 kcal per mole
HOMO energy: -13.69 eV


(4)
Entry from the Open Molecules 2025 dataset: a gas-phase ion, C7H10N (charge +1) at a distorted geometry (ωB97M-V with the def2-TZVPD basis set).

Structure (ORCA input):
```
! wB97M-V def2-TZVPD RIJCOSX def2/J DEFGRID3
* xyz 1 1
C -1.11 -1.35 0.84
C 0.01 -0.95 1.38
C -1.52 -0.73 -0.28
C 0.79 -0.03 0.51
C -2.57 -0.69 -1.02
C 2.14 0.44 0.99
C 0.46 1.43 -1.44
N 0.14 0.34 -0.49
H -1.87 -1.97 1.36
H 0.44 -1.28 2.35
H -2.71 -0.21 -2.02
H -3.26 -1.38 -0.76
H 2.00 0.89 1.89
H 2.55 1.13 0.31
H 2.82 -0.49 1.29
H 1.52 1.42 -1.44
H 0.08 2.35 -1.13
H 0.09 1.09 -2.35
*
```

Calculated values
DFT total energy: -327.1116 Eh
energy above the lowest of the compared OMol25 structures with the same formula, charge and spin: 56.1 kcal per mole
HOMO energy: -14.14 eV


(5)
Entry from the Open Molecules 2025 dataset: a molecular structure, C11H24FKN3OV at a distorted geometry (ωB97M-V with the def2-TZVPD basis set).

Structure (ORCA input):
```
! wB97M-V def2-TZVPD RIJCOSX def2/J DEFGRID3
* xyz 2 1
N -1.99 -0.52 1.43
C -2.99 -1.14 1.72
O -3.97 -1.73 2.03
K -0.35 2.94 2.85
V -0.10 -0.03 1.46
N 0.20 1.73 0.75
N 0.75 -1.35 0.42
C -0.37 2.40 -0.45
C 0.18 -2.38 -0.49
C -0.12 3.91 -0.33
C 0.25 1.89 -1.75
C -1.87 2.14 -0.43
C -0.48 -3.47 0.34
C 1.23 -3.03 -1.37
C -0.87 -1.74 -1.38
H -0.46 4.32 0.63
H -0.67 4.43 -1.12
H 0.94 4.14 -0.45
H 1.32 2.10 -1.82
H -0.23 2.43 -2.58
H 0.09 0.82 -1.93
H -2.12 1.07 -0.41
H -2.31 2.59 -1.34
H -2.36 2.60 0.44
H 0.24 -3.95 1.01
H -0.90 -4.23 -0.31
H -1.29 -3.08 0.96
H 1.95 -3.63 -0.81
H 1.79 -2.30 -1.95
H 0.75 -3.70 -2.08
H -1.31 -2.52 -2.02
H -0.42 -0.98 -2.03
H -1.68 -1.28 -0.81
C 1.63 1.99 1.01
H 2.06 1.16 1.60
H 2.15 2.02 0.04
H 1.88 2.95 1.54
C 2.07 -1.69 0.96
H 2.29 -1.07 1.84
H 2.15 -2.74 1.27
H 2.88 -1.50 0.23
F 0.03 0.45 3.31
*
```

Calculated values
DFT total energy: -2316.2747 Eh
HOMO energy (alpha / beta): -16.52 / -16.54 eV


(6)
Entry from the Open Molecules 2025 dataset: 2 unconnected molecules or ions with the total composition C6H12O3 (ωB97M-V with the def2-TZVPD basis set).

Structure (ORCA input):
```
! wB97M-V def2-TZVPD RIJCOSX def2/J DEFGRID3
* xyz 0 1
O -1.93 -1.24 -1.62
C -1.61 -1.21 -0.26
C -0.26 -0.59 0.04
C 0.80 -0.60 -0.97
O 0.01 0.58 -0.73
C 0.06 -0.54 1.51
C 1.09 0.40 2.06
C -0.37 0.65 2.33
H -1.92 -0.33 -1.96
H -2.38 -0.66 0.32
H -1.61 -2.25 0.10
H 1.84 -0.54 -0.64
H 0.62 -1.08 -1.94
H -0.01 -1.52 1.99
H 1.71 0.03 2.88
H 1.60 1.08 1.38
H -0.84 1.47 1.80
H -0.76 0.46 3.33
O 1.62 1.95 -2.95
H 0.74 2.37 -2.85
H 1.62 1.55 -3.82
*
```

Calculated values
DFT total energy: -461.4613 Eh
structure (SMILES): OC[C@@]1(C2CC2)CO1.O
energy above the lowest of the compared OMol25 structures with the same formula, charge and spin: 65.6 kcal per mole
HOMO energy: -9.93 eV